No. 1
DFT (ωB97M-V/def2-TZVPD) results for a single C5H10O molecule.

Each line ends with the Mulliken charge.
Cartesian coordinates (Å):
O -1.78338 0.01002 1.08432  -0.19
C -0.39921 0.29468 -1.24331  -1.36
C 0.32117 0.52044 0.09246  0.94
C 1.80730 0.14683 0.04004  -1.46
C -2.43526 -0.54434 0.09412  -0.51
C -0.37819 -0.25432 1.21747  -0.80
H -0.20501 -1.33612 1.13168  0.40
H 2.30322 0.34004 0.99922  0.37
H 1.94312 -0.91639 -0.19534  0.37
H -0.07507 0.08849 2.21234  0.35
H 2.33565 0.72569 -0.72441  0.36
H -1.83439 -1.42975 -0.25762  0.23
H -0.11725 -0.66230 -1.69801  0.36
H -0.21307 1.10326 -1.94856  0.36
H 0.23967 1.58489 0.34567  0.16
H -1.50928 0.32886 -1.15007  0.43

Cartesian forces, eV/Å:
-0.310 -0.114 -0.024
0.102 0.065 -0.142
-0.089 0.073 -0.044
0.024 -0.011 -0.005
-0.151 -0.352 0.654
0.166 -0.092 -0.079
-0.063 0.132 -0.050
-0.120 -0.018 -0.141
-0.082 0.156 0.014
-0.026 -0.042 -0.210
-0.122 -0.073 0.097
-0.083 0.112 0.179
-0.052 0.194 0.021
0.353 -0.020 -0.041
-0.011 -0.115 -0.023
0.465 0.106 -0.208

Highest occupied orbital energy in eV: -8.49
Multiplicity: 1
LUMO energy in hartree: 0.0341
Energy above the lowest of the compared OMol25 structures with the same formula, charge and spin in eV: 3.558
Total energy in eV: -7391.2073
Orbital gap in eV: 9.4

No. 2
DFT (ωB97M-V/def2-TZVPD) results for a single C5H10O molecule in a non-equilibrium geometry.

Each line ends with the Mulliken charge.
Cartesian coordinates (Å):
O -1.98832 0.10179 0.69709  -0.57
C -1.08554 0.20768 -0.39822  0.21
C -0.23390 -1.09060 -0.61517  -0.78
C 0.98944 -0.87441 0.34358  -0.61
C -0.08608 1.33672 -0.02667  -0.83
C 1.25941 0.60866 0.35690  -0.49
H 2.01420 0.90408 -0.37429  0.25
H -2.62895 -0.59524 0.50625  0.32
H 0.68917 -1.25078 1.32259  0.23
H 0.02349 -1.16524 -1.67587  0.30
H 1.97337 0.49758 1.24200  0.30
H -0.86495 -1.96184 -0.36937  0.40
H 0.04404 1.99589 -0.90435  0.28
H 2.10588 -1.10228 0.44860  0.35
H -1.66803 0.45056 -1.31151  0.30
H -0.54324 1.93744 0.75845  0.32

Cartesian forces, eV/Å:
-0.089 -0.318 0.077
0.598 0.000 -0.097
0.479 -0.035 0.031
0.409 -0.244 0.261
0.257 -0.071 0.384
0.521 0.109 0.286
-0.205 -0.375 -0.536
0.126 0.109 0.032
-0.456 0.507 0.203
0.142 0.048 0.089
-1.585 2.264 0.194
0.449 0.180 -0.023
0.236 -0.291 0.471
-1.322 -1.772 -1.768
0.391 -0.080 0.344
0.049 -0.030 0.051

Highest occupied orbital energy in eV: -9.90
SMILES: OC1CCCC1
Multiplicity: 1
LUMO energy in hartree: 0.0350
Energy above the lowest of the compared OMol25 structures with the same formula, charge and spin in eV: 1.876
Total energy in eV: -7392.8896
Orbital gap in eV: 10.9

No. 3
DFT (ωB97M-V/def2-TZVPD) results for a single C5H10O molecule.

Each line ends with the Mulliken charge.
Cartesian coordinates (Å):
O -0.51450 0.95375 -1.47266  -0.54
C -1.35373 -1.05786 0.66453  -1.42
C -0.06642 0.92383 -0.34730  0.41
C 0.02461 -0.46320 0.31874  0.76
C 0.73748 -1.41706 -0.68284  -1.43
C 0.55951 2.27831 0.15783  -1.08
H 1.68174 -0.99941 -1.04578  0.35
H 0.13682 -1.66680 -1.56973  0.30
H 0.03914 2.96245 0.85241  0.29
H 1.54876 2.09263 0.58709  0.29
H 0.68260 2.82575 -0.78371  0.33
H -1.97825 -1.18409 -0.23093  0.32
H -1.88896 -0.41512 1.36793  0.36
H 0.96623 -2.36045 -0.17503  0.41
H -1.23326 -2.05008 1.11924  0.39
H 0.64389 -0.40416 1.21725  0.26

Cartesian forces, eV/Å:
-0.276 0.004 0.202
0.006 0.232 0.021
-0.021 0.639 -0.429
0.230 -0.195 -0.424
0.114 -0.046 0.134
0.170 -0.586 -0.300
-0.081 -0.003 0.100
-0.035 0.349 0.396
-0.269 -0.874 -0.174
-0.060 -0.045 0.013
0.068 -0.002 0.310
0.280 0.173 0.156
-0.041 -0.114 -0.006
-0.016 0.130 -0.016
0.042 0.270 -0.051
-0.110 0.068 0.068

Highest occupied orbital energy in eV: -9.52
SMILES: CC(=O)C(C)C
Multiplicity: 1
LUMO energy in hartree: 0.0366
Energy above the lowest of the compared OMol25 structures with the same formula, charge and spin in eV: 0.429
Total energy in eV: -7394.3368
Orbital gap in eV: 10.5

No. 4
DFT (ωB97M-V/def2-TZVPD) results for a single C5H10O molecule in a non-equilibrium geometry.

Each line ends with the Mulliken charge.
Cartesian coordinates (Å):
O 2.25528 -0.21726 -1.11955  -0.54
C -0.26768 -0.56615 -0.84130  -0.74
C -1.49457 1.26374 0.57984  -1.51
C 0.73820 -0.10889 0.89445  -0.87
C 1.23389 -0.82595 -0.38477  0.04
C -0.76174 -0.06901 0.51997  0.37
H -1.61838 1.60687 1.61342  0.35
H 0.97231 -0.63774 1.80508  0.31
H -0.76551 -1.45608 -1.20299  0.30
H 1.15225 0.89570 0.86516  0.29
H -1.35512 -0.81810 1.06098  0.35
H -2.49062 1.21049 0.11948  0.35
H -0.21086 0.22768 -1.57485  0.29
H -0.92763 2.03087 0.04736  0.36
H 1.34172 -1.91049 -0.38658  0.32
H 2.19845 -0.62566 -1.99570  0.32

Cartesian forces, eV/Å:
-0.101 0.064 -0.223
0.416 -0.259 -1.103
0.158 0.036 -0.029
0.972 0.082 0.717
-3.195 -0.124 0.103
0.674 -0.365 -0.111
-0.003 -0.090 -0.117
0.263 0.216 0.540
-0.215 -0.040 -0.497
0.194 0.122 0.363
0.282 0.016 -0.183
0.218 -0.091 0.101
-0.463 0.185 -0.411
-0.002 0.020 -0.013
0.501 -0.052 0.727
0.302 0.279 0.137

Highest occupied orbital energy in eV: -9.38
SMILES: C[C@H]1C[C@@H](O)C1
Multiplicity: 1
LUMO energy in hartree: 0.0371
Energy above the lowest of the compared OMol25 structures with the same formula, charge and spin in eV: 1.347
Total energy in eV: -7393.4186
Orbital gap in eV: 10.4

No. 5
DFT (ωB97M-V/def2-TZVPD) results for a molecular structure, C5H10O in a non-equilibrium geometry.

Each line ends with the Mulliken charge.
Cartesian coordinates (Å):
O -1.48812 -0.01426 -0.53546  -0.45
C -0.70781 -1.08490 0.04707  0.32
C -0.58940 0.92722 0.03987  -0.41
C -0.05535 -1.75236 -1.14866  -1.32
C 0.10377 -0.08634 0.88312  -0.04
C 1.00971 0.68300 -0.00083  -0.66
H 0.83776 -2.32740 -0.89805  0.30
H -0.19235 2.68576 1.53869  0.05
H 0.20750 -0.96727 -1.86731  0.32
H 0.50441 2.68420 1.28816  -0.01
H -1.27869 -1.77723 0.67507  0.39
H 0.20862 -0.11759 1.96058  0.31
H -0.80034 -2.38728 -1.63836  0.36
H 1.71341 1.28294 0.59740  0.26
H 1.49469 0.32260 -0.89653  0.19
H -0.96782 1.92891 -0.04476  0.42

Cartesian forces, eV/Å:
0.389 0.194 -0.461
0.064 -0.365 -0.048
0.648 0.443 -0.272
0.108 -0.193 0.061
-0.017 -0.307 0.321
-0.386 0.143 -0.460
-0.079 -0.115 0.013
0.152 0.270 0.307
0.032 -0.329 0.181
0.002 0.349 0.280
-0.242 0.177 -0.302
0.121 -0.182 -0.072
0.197 -0.040 0.089
-0.860 0.381 -0.596
-0.086 -0.507 0.129
-0.043 0.081 0.830

Highest occupied orbital energy in eV: -8.65
Multiplicity: 1
LUMO energy in hartree: 0.0426
Energy above the lowest of the compared OMol25 structures with the same formula, charge and spin in eV: 4.363
Total energy in eV: -7390.4025
Orbital gap in eV: 9.8

No. 6
DFT (ωB97M-V/def2-TZVPD) results for a single C5H10O molecule.

Each line ends with the Mulliken charge.
Cartesian coordinates (Å):
O 1.92457 -0.53429 -0.06548  -0.18
C -1.47553 -0.54314 0.42253  -0.43
C 2.21968 0.44405 -1.05545  -0.57
C -0.08786 -1.05616 0.85884  -0.30
C 0.74905 -1.06648 -0.37851  -0.38
C -1.55575 0.96602 0.16452  -1.08
H -1.22686 1.54496 1.03612  0.30
H 3.23351 0.37281 -1.43433  0.25
H 0.36552 -0.39975 1.61687  0.29
H -1.75495 -1.07417 -0.49486  0.30
H 2.04784 1.39437 -0.54272  0.23
H -0.95093 1.28213 -0.69547  0.28
H -2.20257 -0.80726 1.19500  0.33
H -0.16542 -2.07122 1.26048  0.25
H 1.47163 0.29328 -1.83900  0.37
H -2.59192 1.25486 -0.04854  0.34

Cartesian forces, eV/Å:
-0.549 0.018 0.026
-0.209 -0.087 0.075
0.226 0.350 -0.459
-0.070 -0.140 0.027
-0.019 0.116 0.568
0.033 0.012 0.008
-0.019 -0.121 -0.100
0.188 -0.102 0.114
-0.133 -0.233 0.020
-0.023 0.022 0.201
0.177 0.064 -0.392
-0.031 -0.154 0.158
0.001 0.020 -0.050
-0.125 -0.049 -0.020
0.364 0.330 -0.207
0.189 -0.046 0.030

Highest occupied orbital energy in eV: -8.25
Multiplicity: 1
LUMO energy in hartree: 0.0274
Energy above the lowest of the compared OMol25 structures with the same formula, charge and spin in eV: 3.669
Total energy in eV: -7391.0965
Orbital gap in eV: 9.0

No. 7
DFT (ωB97M-V/def2-TZVPD) results for a single C5H10O molecule.

Each line ends with the Mulliken charge.
Cartesian coordinates (Å):
O 0.90906 -0.38345 0.79110  -0.41
C -0.82343 -1.11119 -0.78725  -0.68
C -0.56247 1.43593 -0.04275  -1.40
C 2.09651 0.02132 0.13652  -0.76
C -0.29126 -0.03947 0.13925  1.09
C -1.42892 -0.88400 0.57818  -0.76
H 2.13307 -0.28781 -0.91892  0.31
H 0.21907 1.97728 -0.58329  0.38
H -0.67481 1.88685 0.95178  0.30
H -0.20975 -2.00319 -0.88058  0.27
H -1.40563 -0.85442 -1.66962  0.25
H -1.50999 1.58250 -0.57352  0.37
H 2.23369 1.10880 0.19670  0.29
H -2.40817 -0.40995 0.62081  0.24
H 2.92851 -0.45618 0.66673  0.27
H -1.20548 -1.58299 1.37486  0.26

Cartesian forces, eV/Å:
-0.023 0.142 0.056
0.075 0.002 -0.086
-0.085 0.046 0.079
0.130 0.025 0.049
0.063 -0.048 -0.159
-0.229 0.018 0.204
-0.158 0.014 0.161
-0.057 -0.159 -0.006
0.096 0.004 -0.187
-0.027 0.222 -0.068
0.127 0.043 0.199
0.201 -0.066 0.034
-0.005 -0.119 -0.076
0.216 -0.125 0.064
-0.224 0.093 -0.108
-0.100 -0.092 -0.154

Highest occupied orbital energy in eV: -9.42
SMILES: COC1(C)CC1
Multiplicity: 1
LUMO energy in hartree: 0.0391
Energy above the lowest of the compared OMol25 structures with the same formula, charge and spin in eV: 1.467
Total energy in eV: -7393.2980
Orbital gap in eV: 10.5